{
  "formula": "C29H54N5O4SiSr",
  "method": "wB97M-V/def2-TZVPD",
  "total_charge": -1,
  "e_lumo_ev": 2.5071,
  "symbols": ["Sr", "C", "C", "N", "C", "C", "N", "C", "C", "C", "N", "C", "C", "N", "C", "H", "H", "H", "H", "H", "H", "H", "H", "H", "H", "H", "H", "H", "H", "H", "H", "H", "H", "H", "H", "H", "H", "H", "H", "O", "C", "O", "C", "C", "C", "C", "C", "N", "C", "O", "O", "H", "H", "H", "C", "C", "C", "C", "Si", "C", "C", "C", "C", "C", "C", "C", "C", "H", "H", "H", "H", "H", "H", "H", "H", "H", "H", "H", "H", "H", "H", "H", "H", "H", "H", "H", "H", "H", "H", "H", "H", "H", "H", "H"],
  "xyz": [[0.544884, 0.565008, -0.301803], [1.276400, -3.595102, 0.485302], [0.643124, -3.355012, -0.877019], [1.096215, -2.132660, -1.540809], [2.323183, -2.353806, -2.302354], [2.700419, -1.117376, -3.099228], [3.093263, -0.014124, -2.242759], [4.490504, 0.395404, -2.273927], [5.365345, -0.220834, -1.188623], [5.230601, 0.449054, 0.174693], [3.956817, 0.235600, 0.837567], [3.823252, -1.098006, 1.384619], [2.608734, -1.218340, 2.291584], [1.328745, -1.326009, 1.579666], [0.762408, -2.674312, 1.582110], [2.366716, -3.551555, 0.421515], [1.044137, -4.622890, 0.783661], [-0.439095, -3.282094, -0.751205], [0.824310, -4.227069, -1.525445], [0.370239, -1.861702, -2.201349], [2.221893, -3.223951, -2.973213], [3.124352, -2.584719, -1.594407], [1.833378, -0.803712, -3.691739], [3.495820, -1.367192, -3.814964], [2.520124, 0.781593, -2.468922], [4.517936, 1.484668, -2.171123], [4.929833, 0.165057, -3.258676], [6.413432, -0.113245, -1.489870], [5.191468, -1.298547, -1.127028], [5.357242, 1.527579, 0.037785], [6.069803, 0.108997, 0.811415], [3.882445, 0.908305, 1.597708], [4.717750, -1.382825, 1.972797], [3.745999, -1.813603, 0.561718], [2.567169, -0.341643, 2.942152], [2.749535, -2.094295, 2.940120], [0.666460, -0.732265, 2.074273], [-0.320952, -2.574244, 1.486645], [0.946244, -3.156085, 2.556226], [3.082088, 2.721640, 2.594662], [2.241188, 2.462923, 1.724876], [1.273268, 1.671660, 1.768766], [2.453975, 3.151468, 0.349990], [3.426333, 4.125805, 0.149293], [3.594983, 4.641625, -1.125884], [2.819552, 4.161711, -2.170070], [1.879808, 3.174263, -1.898215], [1.710825, 2.732112, -0.661097], [1.043594, 2.479404, -3.021358], [1.116016, 2.967175, -4.146727], [0.430434, 1.448216, -2.634561], [4.023519, 4.440063, 0.994157], [4.340473, 5.407306, -1.307255], [2.924509, 4.517170, -3.185700], [-4.388792, 0.968453, 2.754734], [-2.999338, 0.452314, 2.372937], [-1.982772, 1.520954, 2.788270], [-2.706989, -0.759628, 3.270255], [-2.687850, -0.082737, 0.471829], [-3.804868, -1.723610, 0.201157], [-5.195226, -1.744145, 0.841581], [-3.994520, -1.926231, -1.310534], [-3.064108, -2.976120, 0.687761], [-3.552683, 1.314161, -0.647013], [-3.074129, 2.686867, -0.162149], [-5.081320, 1.348970, -0.693856], [-3.057358, 1.194615, -2.095380], [-4.426701, 1.178051, 3.832684], [-5.182763, 0.252171, 2.535773], [-4.639166, 1.900902, 2.244101], [-2.071181, 1.716760, 3.864955], [-2.125061, 2.472470, 2.277222], [-0.950573, 1.215663, 2.605499], [-2.615967, -0.440530, 4.315912], [-1.766432, -1.250893, 2.998885], [-3.496079, -1.511793, 3.227806], [-5.789280, -0.865332, 0.595924], [-5.144656, -1.809281, 1.930147], [-5.753481, -2.626158, 0.497833], [-4.665333, -1.189707, -1.754119], [-4.423935, -2.917779, -1.505304], [-3.040654, -1.869878, -1.844777], [-2.905651, -2.998093, 1.764906], [-2.087110, -3.055914, 0.209392], [-3.634809, -3.874611, 0.420003], [-3.509257, 2.979153, 0.794582], [-3.347366, 3.455352, -0.895454], [-1.984752, 2.732263, -0.047152], [-5.536508, 1.415929, 0.295919], [-5.500043, 0.467286, -1.184211], [-5.420683, 2.220895, -1.269446], [-1.969749, 1.272660, -2.172948], [-3.475264, 2.009986, -2.699277], [-3.348291, 0.259975, -2.576409]],
  "forces_ev_per_a": [[-0.083, -1.137, -0.071], [0.022, -0.118, -0.005], [-0.105, -0.019, -0.038], [-0.229, 0.099, -0.259], [0.086, 0.008, 0.087], [-0.004, -0.051, -0.018], [-0.129, 0.292, 0.092], [0.024, -0.108, -0.126], [0.114, 0.072, -0.024], [0.111, -0.042, 0.026], [-0.047, 0.121, 0.067], [0.072, -0.077, 0.059], [0.038, -0.064, -0.055], [-0.179, 0.177, 0.276], [-0.021, -0.046, 0.188], [0.031, 0.058, -0.012], [-0.041, 0.012, -0.036], [0.079, 0.007, 0.015], [0.026, -0.007, 0.034], [0.052, -0.011, -0.043], [-0.012, 0.048, -0.005], [0.029, -0.003, -0.019], [-0.005, -0.033, -0.007], [0.004, -0.034, 0.053], [-0.089, 0.027, -0.089], [0.031, -0.005, 0.039], [-0.014, 0.021, 0.043], [-0.015, 0.024, -0.032], [-0.088, -0.014, 0.041], [-0.014, -0.007, 0.008], [-0.038, 0.007, -0.019], [0.011, -0.085, -0.028], [-0.022, 0.010, -0.040], [-0.029, -0.030, 0.010], [0.035, 0.044, -0.047], [-0.030, 0.011, -0.011], [0.059, -0.006, 0.083], [-0.013, -0.003, -0.075], [-0.004, 0.021, -0.031], [-0.099, -0.129, -0.004], [0.548, 0.769, -0.448], [-0.446, -0.367, 0.186], [0.339, 0.447, 0.215], [-0.036, -0.103, 0.233], [0.019, 0.026, 0.027], [-0.125, -0.053, -0.179], [0.095, 0.302, -0.427], [-0.210, -0.316, 0.033], [0.526, 0.811, 0.066], [-0.009, -0.047, 0.105], [-0.208, -0.516, 0.167], [0.010, 0.008, -0.020], [-0.007, -0.004, -0.009], [-0.008, -0.020, -0.005], [-0.135, 0.061, -0.047], [0.008, -0.142, -0.060], [0.099, 0.063, -0.030], [0.017, -0.068, -0.074], [-0.168, -0.006, 0.153], [0.071, 0.068, -0.124], [-0.050, -0.008, 0.092], [0.059, 0.012, -0.001], [0.058, 0.053, -0.053], [0.035, -0.063, 0.013], [0.066, 0.091, 0.040], [-0.170, -0.025, 0.062], [0.115, -0.066, -0.071], [0.005, 0.006, 0.049], [0.055, 0.039, 0.010], [0.039, -0.019, 0.008], [-0.020, 0.017, 0.046], [-0.006, -0.014, -0.008], [0.000, -0.033, 0.003], [-0.021, 0.024, 0.040], [0.032, 0.009, -0.011], [0.001, -0.001, -0.022], [-0.006, 0.009, -0.046], [0.025, -0.004, -0.019], [-0.013, -0.044, -0.020], [0.064, -0.081, 0.035], [-0.024, -0.043, 0.013], [0.005, -0.013, 0.000], [0.003, 0.056, 0.064], [-0.045, 0.004, 0.016], [-0.044, -0.056, 0.005], [-0.034, -0.046, -0.029], [-0.022, 0.033, -0.030], [-0.002, -0.027, -0.024], [0.034, 0.029, 0.007], [0.019, 0.083, 0.034], [0.002, 0.042, -0.026], [-0.028, 0.011, 0.005], [-0.025, 0.054, -0.014], [0.000, 0.027, 0.046]]
}

***

{
  "formula": "C29H54O24",
  "method": "wB97M-V/def2-TZVPD",
  "total_charge": 0,
  "smiles": "C[C@H]1COC(=O)O1.CCOC(=O)OC.CCOC(=O)OC.CCOC(=O)OC.CCOC(=O)OC.COC(=O)OC.COC(=O)OC.O=C1OCCO1",
  "e_lumo_ev": -0.1044,
  "symbols": ["C", "C", "C", "O", "C", "O", "O", "H", "H", "H", "H", "H", "H", "C", "C", "O", "C", "O", "O", "C", "H", "H", "H", "H", "H", "H", "H", "H", "C", "C", "O", "C", "O", "O", "C", "H", "H", "H", "H", "H", "H", "H", "H", "C", "C", "O", "C", "O", "O", "C", "H", "H", "H", "H", "H", "H", "H", "H", "C", "C", "O", "C", "O", "O", "C", "H", "H", "H", "H", "H", "H", "H", "H", "C", "O", "C", "O", "O", "C", "H", "H", "H", "H", "H", "H", "C", "O", "C", "O", "O", "C", "H", "H", "H", "H", "H", "H", "O", "C", "O", "C", "C", "O", "H", "H", "H", "H"],
  "xyz": [[1.312321, -4.550940, 1.825986], [2.045687, -3.614925, 2.895312], [2.786114, -4.451942, 3.998958], [4.138299, -4.433372, 3.609636], [4.297578, -3.609802, 2.525526], [5.399276, -3.436099, 2.011375], [3.109649, -3.076338, 2.218285], [0.470554, -5.094902, 2.254507], [2.072531, -5.126922, 1.298335], [0.819643, -3.873608, 1.128429], [1.417701, -2.784899, 3.219033], [2.265545, -5.395171, 3.833392], [2.613082, -3.954897, 4.953483], [-7.884949, -4.327270, -4.589678], [-7.599267, -3.892147, -6.065283], [-6.659754, -2.878442, -6.169778], [-7.200123, -1.569491, -5.909686], [-8.409874, -1.211847, -5.818533], [-6.241832, -0.558515, -5.871954], [-4.902150, -0.707401, -6.189078], [-8.213303, -3.480773, -3.986587], [-6.911323, -4.501679, -4.131717], [-8.522070, -5.181002, -4.358800], [-8.483054, -3.507278, -6.574105], [-7.287310, -4.779865, -6.615521], [-4.618483, -1.716525, -5.890236], [-4.211559, 0.067034, -5.855248], [-4.787545, -0.814519, -7.267731], [4.892607, 5.602746, -4.258205], [5.649889, 6.006345, -3.000138], [4.709076, 6.420284, -1.987940], [4.840804, 7.504792, -1.219768], [5.795860, 8.296199, -1.200347], [3.750795, 7.500634, -0.423830], [3.558422, 8.394857, 0.672270], [3.907531, 6.069365, -4.259252], [4.765415, 4.522723, -4.184337], [5.482332, 5.988389, -5.089833], [6.395396, 6.774567, -3.205433], [6.318917, 5.226348, -2.636671], [4.239864, 9.241197, 0.758566], [3.578805, 7.774607, 1.568353], [2.577634, 8.821633, 0.462458], [3.676202, 3.203049, 5.487406], [3.089727, 2.154330, 6.380301], [3.146374, 2.581254, 7.744300], [3.585610, 1.832003, 8.761977], [3.660201, 2.275751, 9.898388], [3.911702, 0.618447, 8.384540], [4.112877, -0.349863, 9.405009], [4.717422, 3.455705, 5.687693], [2.979468, 4.037477, 5.407385], [3.706458, 2.789944, 4.479178], [3.631559, 1.259539, 6.073938], [2.032621, 2.133037, 6.115382], [5.154036, -0.194237, 9.687612], [3.916228, -1.323589, 8.956343], [3.465400, -0.120885, 10.251433], [-3.598316, -5.643281, -0.962779], [-3.765933, -6.994778, -0.188518], [-3.895404, -6.938836, 1.269412], [-3.772694, -8.058121, 2.048703], [-4.040496, -7.988297, 3.249058], [-3.421332, -9.151043, 1.371505], [-3.357719, -10.436661, 1.939514], [-2.661773, -5.101697, -0.829903], [-4.428686, -4.998451, -0.675044], [-3.571709, -5.784666, -2.043246], [-2.941642, -7.651720, -0.466126], [-4.679170, -7.406874, -0.617785], [-2.608789, -10.468815, 2.730833], [-2.945380, -11.099720, 1.178979], [-4.376173, -10.671947, 2.248530], [1.212849, -2.037447, -6.640863], [2.193554, -1.953195, -5.608265], [2.643732, -3.104223, -5.035847], [2.429728, -4.286628, -5.414741], [3.314701, -2.858295, -3.880783], [3.610485, -1.591144, -3.428950], [0.225900, -2.392782, -6.344590], [1.583066, -2.739155, -7.388273], [1.126647, -0.991997, -6.937044], [3.855842, -0.940928, -4.268656], [4.324042, -1.921068, -2.673906], [2.627985, -1.398566, -2.998007], [-3.698468, 5.655355, 1.594634], [-3.266607, 6.978798, 1.586432], [-2.005766, 7.277012, 1.905103], [-1.139733, 6.439195, 1.834045], [-1.861324, 8.553182, 2.351415], [-2.983836, 9.458644, 2.551510], [-3.687356, 5.333088, 2.635846], [-3.124612, 4.909358, 1.044832], [-4.733167, 5.650408, 1.251907], [-3.688094, 9.245540, 3.355693], [-3.587754, 9.532589, 1.647121], [-2.626777, 10.437867, 2.870455], [-1.038224, 0.143003, -2.334773], [-0.373364, 0.991208, -1.715492], [0.426670, 2.015464, -2.318916], [1.056819, 2.700584, -1.238696], [0.759444, 1.837402, -0.015335], [-0.405456, 1.141548, -0.398185], [2.098161, 2.885715, -1.502166], [0.699543, 3.719851, -1.091902], [0.465564, 2.474990, 0.818467], [1.566408, 1.196426, 0.339701]],
  "forces_ev_per_a": [[-0.143, 1.930, 1.128], [-0.830, -2.142, -0.603], [-2.128, 1.006, -0.925], [-0.069, -0.032, -0.313], [2.717, -0.365, 0.012], [-3.384, -0.066, 0.978], [2.299, 1.908, -1.939], [0.403, -0.485, 0.186], [-0.267, -0.296, 0.194], [0.256, 0.005, -0.318], [-0.085, -0.296, 0.286], [0.852, -0.556, 1.054], [0.347, -0.596, 0.248], [1.145, 1.242, 0.090], [-2.530, -1.554, 0.637], [0.280, 3.917, 1.032], [-1.836, 1.618, -0.679], [5.057, -2.469, -0.176], [-2.880, -0.687, 0.645], [1.147, -2.556, -1.379], [-0.543, 0.150, -0.279], [0.220, -0.498, -0.097], [-0.044, 0.057, -0.692], [-0.387, -0.351, 0.241], [0.542, 0.316, -0.139], [0.666, 0.220, 0.636], [-0.739, 0.059, 0.516], [-0.087, 0.535, -0.341], [0.248, 0.131, 1.010], [0.806, 1.093, 0.098], [-0.068, -0.323, -0.061], [2.031, 1.178, 0.654], [-2.479, -1.781, -0.076], [0.884, -0.086, -0.838], [-0.317, 0.311, -0.310], [0.101, 0.046, -0.083], [-0.050, 0.039, -0.810], [-0.269, -0.641, -0.321], [-0.499, 0.660, 0.060], [-0.603, -0.453, 0.425], [0.446, -0.392, -0.330], [-0.148, 0.294, 0.042], [-0.108, -0.106, 0.542], [-0.135, 0.482, -0.871], [0.069, 0.274, -0.765], [0.398, 0.032, 0.269], [-0.115, 1.399, 1.354], [-0.203, -0.743, -1.596], [-0.583, -0.660, -1.033], [0.603, 0.560, 0.288], [-0.227, 0.320, 0.414], [0.572, 0.476, 0.271], [-0.105, -0.195, -0.152], [-0.380, -0.492, 1.108], [-0.034, -0.685, 0.170], [-0.030, -0.679, 0.410], [0.130, 0.147, 0.166], [0.041, -0.236, -0.037], [0.105, -0.081, 1.344], [0.428, -0.054, -1.087], [0.436, -0.298, -0.446], [-1.160, 0.747, 1.871], [0.853, -0.470, -2.557], [0.390, 1.466, -1.351], [0.214, -0.043, 0.587], [0.053, -0.117, 0.738], [0.076, 0.189, -0.268], [-0.595, -0.575, 0.048], [-0.046, -0.065, 0.233], [-0.088, -0.338, 0.379], [-0.444, 0.124, 0.452], [-0.543, 0.095, -0.221], [0.339, -0.567, 0.270], [0.299, -0.114, -0.389], [0.353, -1.118, 1.247], [-0.841, -2.864, 0.025], [0.609, 4.446, 0.930], [-0.558, -3.797, -3.488], [-1.282, -0.159, 0.639], [0.193, -0.057, 0.636], [-0.082, 0.408, -0.347], [-0.031, -0.328, -0.543], [0.480, 0.307, 0.630], [0.449, 1.566, 0.080], [0.389, 1.717, 0.607], [-0.511, -1.361, 0.792], [-0.390, 1.987, -0.400], [-0.303, -0.739, 0.409], [0.202, 1.289, 0.311], [-0.067, -0.424, 0.026], [-0.540, -0.020, -0.299], [-0.118, -0.246, 0.074], [0.305, 0.541, -0.331], [0.171, 0.113, -0.081], [0.287, -1.084, 0.125], [0.273, 0.105, -0.067], [0.713, -0.191, -0.575], [2.575, 3.097, 1.842], [-2.072, -1.280, -3.491], [-1.335, -2.038, 1.259], [0.743, 0.647, -0.062], [0.291, 1.585, 0.937], [0.349, -0.807, -0.107], [0.194, -0.664, 0.208], [-0.768, -0.104, -0.236], [0.152, -0.044, 0.056], [-0.105, -0.363, -0.410]]
}